(1)
An isolated ion of composition C7H11N2 and charge +1 in a non-equilibrium geometry, computed with the ωB97M-V functional and the def2-TZVPD basis.

The geometry in XYZ format:
```
20
Properties=species:S:1:pos:R:3:forces:R:3
N -1.706668 -1.226655 -2.202387 -1.304 0.041 -0.897
N -0.548089 -0.101806 -0.640634 0.152 -1.302 -2.893
C 0.432158 0.541235 -0.040801 -0.474 1.279 0.376
C 0.603583 0.946225 1.452261 0.210 0.313 -1.910
C -2.325196 -1.439357 -0.972841 1.021 0.588 1.836
C -1.575496 -0.771667 -0.064314 -1.966 0.348 3.645
C 1.423990 1.151765 -0.861452 1.343 1.555 -2.359
C -0.695059 -0.415811 -2.187640 2.162 1.254 0.161
C 1.278758 -0.321365 2.023780 -2.399 1.231 1.186
H 0.808617 -1.181424 1.578251 -0.487 -0.628 0.732
H 2.296784 1.558005 -0.317353 -0.674 -0.268 -0.290
H 0.786154 2.013414 -1.253901 0.900 -0.344 0.433
H 1.296889 -0.223680 3.104585 -0.600 -0.656 0.201
H 1.748184 0.691278 -1.821595 -0.448 -0.148 0.863
H 2.265027 -0.429424 1.806828 3.021 0.244 -1.201
H -0.302742 1.362715 1.888587 -0.432 -1.039 0.324
H -3.178919 -2.072118 -0.897554 -0.362 -0.125 0.314
H 1.229605 1.881878 1.449427 -0.133 -1.255 -0.081
H -1.614376 -0.450973 1.033964 -0.917 -1.556 -1.555
H -2.223202 -1.512235 -3.077209 1.388 0.467 1.112
```
Positions in Å, forces in eV/Å.

Computed properties:
ΔE to the lowest compared entry with this formula, charge and spin: 98.80 kcal/mol
Total charge: +1
Kohn-Sham gap: 8.51 eV

***

(2)
A 2-piece molecular cluster, C7H11N2 overall in a non-equilibrium geometry, computed with the ωB97M-V functional and the def2-TZVPD basis.

The geometry in XYZ format:
```
20
Properties=species:S:1:pos:R:3:forces:R:3
N 0.462823 0.340689 0.750659 -0.062 0.566 2.798
N -0.405414 0.694630 0.005895 -0.302 -1.347 -2.022
C 0.354715 2.820749 -0.224170 0.935 -1.198 -1.741
C -2.465260 -1.337650 0.043016 3.331 1.943 -2.184
C -1.307857 -1.193502 -0.673580 -3.734 0.488 1.647
C -0.753205 1.792622 -0.577922 5.304 -0.310 3.868
C 1.517698 -0.609401 0.787825 1.025 -0.539 1.761
C 1.646206 -1.640914 -0.260534 -1.472 0.251 -2.662
C -3.526054 -1.176869 0.629066 -1.206 -1.387 0.541
H 0.265852 3.279280 0.764318 -0.214 -0.288 -0.092
H 2.570558 -2.095224 -0.056891 1.399 -0.692 -0.286
H 1.350263 2.260407 -0.347545 -1.391 1.000 0.496
H -0.728610 -2.035840 -0.825293 1.804 -0.812 -0.900
H 0.384855 3.554194 -1.003869 -0.140 0.802 -0.173
H -1.590246 1.979333 -1.076000 -3.569 0.218 -1.888
H 1.568700 -1.237267 -1.363129 0.382 -0.755 2.174
H 1.605284 -1.113800 1.857579 -0.773 1.240 -1.957
H 2.457925 -0.035327 0.774326 -0.360 0.502 0.067
H -4.302644 -1.838289 0.921338 -1.052 0.542 0.643
H 0.894413 -2.407816 -0.125084 0.092 -0.224 -0.091
```
Positions in Å, forces in eV/Å.

Computed properties:
ΔE to the lowest compared entry with this formula, charge and spin: 152.76 kcal/mol
Total charge: +1
2S+1: 3
Kohn-Sham gap (spin up / spin down): 7.05 / 7.42 eV
<S²>: 2.134

***

(3)
An isolated ion of composition C7H11N2O and charge -1 in a non-equilibrium geometry, computed with the ωB97M-V functional and the def2-TZVPD basis.

The geometry in XYZ format:
```
21
Properties=species:S:1:pos:R:3:forces:R:3
O 2.159653 0.523838 -0.088777 2.334 -0.552 0.549
N -1.828275 2.588014 1.224914 2.082 -0.836 -0.247
N 0.915439 0.896147 -0.259990 -2.107 0.771 -0.538
C 0.266870 -0.089275 1.879675 0.749 0.946 -2.044
C 0.085341 -0.347511 -0.614889 -0.898 0.061 -1.348
C 0.372248 1.325816 1.198195 0.811 -3.999 -1.476
C 0.793507 -1.224579 -1.674286 -0.895 -0.191 -1.126
C -0.223825 -1.011979 0.735882 3.767 0.392 0.213
C -0.790454 2.043613 1.157961 -5.195 2.521 0.545
C -1.247456 0.157936 -1.346732 2.160 1.870 1.701
H -1.365068 1.109989 -0.756660 -1.061 -0.873 -1.219
H 1.304161 -0.210751 2.132194 0.407 -0.831 0.128
H 1.014235 -2.279230 -1.377518 -0.143 0.883 -0.128
H -0.364313 -0.297837 2.696654 -0.736 0.578 1.363
H -1.224040 -1.035084 0.814736 -3.765 -0.711 0.458
H -1.147235 0.370384 -2.429937 0.334 0.007 0.758
H 1.139878 1.920532 1.551766 1.697 0.994 0.763
H 1.693876 -0.675579 -1.849424 1.034 -0.089 -0.191
H 0.213947 -1.220821 -2.699708 0.928 -0.277 2.029
H 0.245595 -1.987180 0.924177 -0.364 -0.010 -0.505
H -2.014085 -0.556442 -1.218233 -1.140 -0.654 0.315
```
Positions in Å, forces in eV/Å.

Computed properties:
ΔE to the lowest compared entry with this formula, charge and spin: 4.94 kcal/mol
Total charge: -1
Kohn-Sham gap: 5.73 eV

***

(4)
C7H11N2O as an isolated structure in a non-equilibrium geometry, computed with the ωB97M-V functional and the def2-TZVPD basis.

The geometry in XYZ format:
```
21
Properties=species:S:1:pos:R:3:forces:R:3
O 3.437742 -0.980509 0.881006 1.351 -0.024 -0.674
N 3.786244 -0.127959 -1.157035 4.580 -2.516 -1.236
N -3.002540 -1.317834 -0.242321 -1.069 1.634 1.335
C 3.103144 -0.220036 -0.112197 -6.588 1.070 2.849
C -0.548684 1.331949 0.982372 -1.329 1.160 1.996
C 1.211752 0.550742 0.073795 4.519 -2.375 -2.245
C -4.151641 -1.106292 0.265047 -0.084 -0.417 -0.083
C 0.335620 0.406039 -0.936259 1.110 -1.067 -0.344
C -0.869222 0.985160 -0.383283 -3.202 -0.030 -0.924
C 0.723152 1.076489 1.295535 0.673 0.429 1.211
H -1.296558 1.797222 1.641569 0.547 -0.223 -0.297
H -4.406917 -0.207327 0.807246 0.282 0.496 -0.103
H -4.984278 -1.821815 0.218791 0.333 -0.037 -0.015
H -1.849816 0.265635 -0.403209 2.161 1.553 -0.343
H 0.339117 -0.134061 -1.895391 0.497 0.574 0.620
H 3.475761 0.243867 -2.003288 -1.005 1.269 -1.107
H 1.255578 1.302278 2.235798 -0.349 -0.236 -0.804
H 2.775872 -1.060600 1.573854 -0.355 0.312 0.057
H 4.685250 -0.721612 -1.319998 -1.906 1.255 0.820
H -3.016282 -2.232931 -0.585090 0.333 -1.798 -1.123
H -1.003288 1.971585 -0.936943 -0.498 -1.032 0.410
```
Positions in Å, forces in eV/Å.

Computed properties:
ΔE to the lowest compared entry with this formula, charge and spin: 97.79 kcal/mol
Total charge: +1
Kohn-Sham gap: 9.33 eV

***

(5)
C7H11N2O as an isolated structure in a non-equilibrium geometry, computed with the ωB97M-V functional and the def2-TZVPD basis.

The geometry in XYZ format:
```
21
Properties=species:S:1:pos:R:3:forces:R:3
O -0.844269 -1.102265 -3.543295 -1.065 0.176 0.308
N -2.763910 -1.317523 -2.486074 0.616 0.529 -1.254
N 0.455539 2.589762 2.156155 -0.341 -1.707 -1.396
C 0.438805 -0.324639 1.272798 1.153 2.146 -5.483
C 1.111385 -1.056123 -0.892905 0.482 0.435 2.462
C -0.280367 -0.900456 -0.772042 -4.812 0.136 -2.572
C 1.564244 -0.780243 0.357480 -1.747 0.509 -0.008
C 1.480715 2.557618 2.878559 -1.125 2.907 -0.708
C -0.756407 -0.494532 0.407600 -0.227 0.388 0.684
C -1.489963 -1.097810 -2.400758 3.429 -0.580 2.522
H 2.030723 1.726490 3.164210 0.350 -2.084 0.599
H 0.109919 -1.168342 -3.451345 0.317 0.374 0.264
H 1.853698 3.491424 3.202013 1.058 1.004 0.556
H 1.651584 -1.421330 -1.684118 1.205 -0.755 -1.749
H 2.489238 -0.882659 0.823825 1.791 -0.234 -0.082
H -3.183612 -1.355127 -3.402686 0.130 -0.055 -0.459
H -1.698820 -0.189933 0.844350 -0.285 -0.273 -0.813
H 0.149472 3.464113 1.728729 0.184 0.222 1.068
H 0.464674 -0.841005 2.108951 -0.216 -2.430 4.338
H -3.359839 -1.676770 -1.798714 -0.499 0.006 1.797
H 0.577189 0.779350 1.487268 -0.397 -0.713 -0.072
```
Positions in Å, forces in eV/Å.

Computed properties:
ΔE to the lowest compared entry with this formula, charge and spin: 104.94 kcal/mol
Total charge: +1
Kohn-Sham gap: 8.99 eV

***

(6)
A 2-piece molecular cluster, C7H11N2O2 overall in a non-equilibrium geometry, computed with the ωB97M-V functional and the def2-TZVPD basis.

The geometry in XYZ format:
```
22
Properties=species:S:1:pos:R:3:forces:R:3
O -0.191256 0.489159 1.046576 -1.023 0.555 1.058
O -1.163734 -0.528366 -0.777514 -3.094 -1.158 -1.794
N 1.045949 -2.881929 0.594876 0.543 -0.096 -0.156
N 2.187096 0.242501 0.058148 0.945 4.999 1.496
C 1.613592 -0.738036 -0.636488 -0.652 -1.554 -2.867
C -3.331300 -0.018988 0.551788 -1.753 0.931 0.070
C 2.017111 0.486149 1.327894 0.309 -2.800 2.749
C -2.758148 -0.571725 -0.679222 0.098 1.119 -0.605
C 1.478718 -1.996154 -0.005163 -1.118 -0.731 0.662
C 2.540277 1.432741 -0.839066 1.176 -0.091 3.551
C -0.442891 -0.096311 0.082415 3.188 0.061 -0.467
H -2.979877 1.033158 0.646535 -0.290 -0.776 0.663
H 1.815480 -0.431244 2.025792 0.213 1.576 -1.720
H -4.415642 0.083679 0.233027 0.942 0.090 0.356
H -3.153108 -0.017072 -1.536886 1.050 0.366 0.029
H 2.181870 1.370734 2.000155 0.279 -0.367 -1.887
H -3.430541 -0.644988 1.455208 0.893 0.435 -0.347
H 1.699312 2.037580 -1.054488 -1.024 0.198 -0.479
H -3.000880 -1.554435 -0.918340 0.216 -2.014 0.080
H 3.050673 1.010408 -1.643134 0.684 -0.218 -1.518
H 2.008620 -0.740914 -1.728379 -1.254 -0.233 1.910
H 3.228689 2.034061 -0.203734 -0.330 -0.293 -0.785
```
Positions in Å, forces in eV/Å.

Computed properties:
ΔE to the lowest compared entry with this formula, charge and spin: 93.19 kcal/mol
Total charge: +1
Kohn-Sham gap: 8.95 eV

***

(7)
A 2-piece molecular cluster, C7H11N3O overall in a non-equilibrium geometry, computed with the ωB97M-V functional and the def2-TZVPD basis.

The geometry in XYZ format:
```
22
Properties=species:S:1:pos:R:3:forces:R:3
O 1.752859 1.149270 0.424110 0.165 -0.082 0.035
N -0.457151 1.712710 0.362256 0.116 -0.010 0.054
N -0.664115 -2.492173 0.160282 -0.006 -0.194 0.527
N -0.343465 -0.887426 1.818875 0.097 -1.451 0.196
C 0.779059 1.710227 -1.640666 0.142 0.369 -2.261
C 0.763305 1.489332 -0.188330 -0.511 0.226 -0.052
C -0.173071 -2.330769 -1.189066 1.023 -0.055 -0.798
C -1.398683 -1.633116 -0.730011 -0.764 -0.133 -0.085
C -0.695417 1.557160 1.783713 -0.992 1.538 0.077
C 0.042369 -1.929088 1.225287 0.579 -0.601 -0.197
C 0.818333 1.902833 -2.844538 -0.185 -0.774 4.563
H 0.235211 1.264773 2.220158 0.330 0.051 0.320
H -1.023814 2.503363 2.239834 0.219 0.030 -0.274
H -0.246786 -3.221916 -1.841094 0.083 0.654 0.463
H -1.331420 -0.577945 -0.515429 -0.017 0.134 -0.097
H 0.938279 -2.519887 1.486855 -0.281 0.255 -0.099
H 0.741893 -1.704207 -1.323080 -0.820 -0.578 0.064
H 0.887600 1.993150 -3.851628 0.118 0.321 -2.308
H -2.388291 -2.008272 -1.025941 0.510 0.217 0.096
H -1.453010 0.802149 1.968054 0.111 0.347 -0.016
H -1.212580 1.995504 -0.240308 0.129 0.007 -0.020
H 0.267782 -0.652122 2.601485 -0.048 -0.271 -0.191
```
Positions in Å, forces in eV/Å.

Computed properties:
ΔE to the lowest compared entry with this formula, charge and spin: 97.78 kcal/mol
Total charge: 0
Kohn-Sham gap: 10.32 eV

***

(8)
A 2-piece molecular cluster, C7H11N3O3 overall in a non-equilibrium geometry, computed with the ωB97M-V functional and the def2-TZVPD basis.

The geometry in XYZ format:
```
24
Properties=species:S:1:pos:R:3:forces:R:3
O -2.201532 -0.260379 -1.101583 -1.299 -2.320 -0.753
O -1.005270 1.251816 1.028268 0.438 -0.013 0.071
O 3.489895 0.534850 0.453481 -0.747 0.097 -0.178
N 0.423507 2.034682 2.606049 -0.413 -0.240 -0.064
N 1.231676 0.967086 0.693245 1.248 -0.637 -0.810
N -0.933947 -1.924049 -1.752376 2.807 -0.041 1.651
C 0.138739 1.386301 1.400321 -1.090 0.538 0.333
C -3.194470 -1.828849 -2.635436 0.153 -3.048 -0.523
C -2.136514 -1.359956 -1.704558 0.955 4.362 -0.264
C 2.577363 1.010800 1.101454 0.099 0.181 0.652
C 1.705308 2.116518 3.087062 0.074 0.679 1.182
C 2.761836 1.658246 2.401668 0.394 0.156 -0.360
C 0.247579 -1.214449 -1.238096 0.645 -1.339 1.119
H 0.953216 -1.771641 -0.504059 -0.955 -0.114 -1.932
H 3.801053 1.809641 2.692143 -0.488 -0.154 0.254
H -3.473447 -1.083145 -3.356063 -0.213 0.536 0.112
H 1.814190 2.592231 4.090674 -0.116 -0.379 -1.036
H -0.061811 -0.507781 -0.534046 -1.458 1.155 0.330
H -3.984546 -2.119741 -1.965273 -0.955 0.145 -0.156
H -2.959811 -2.799782 -3.245218 -0.013 1.704 1.215
H -0.607717 -2.585536 -2.382118 -0.559 -1.650 -1.430
H 0.769088 -0.717464 -2.055397 0.293 -0.151 0.079
H 1.067118 0.445180 -0.180751 0.110 0.900 0.880
H -0.421503 2.365419 3.100610 1.090 -0.367 -0.371
```
Positions in Å, forces in eV/Å.

Computed properties:
ΔE to the lowest compared entry with this formula, charge and spin: 14.22 kcal/mol
Total charge: 0
Kohn-Sham gap: 9.99 eV